Entry from the Open Molecules 2025 dataset: a single C12H10N2 molecule in a non-equilibrium geometry (the ωB97M-V functional and the def2-TZVPD basis).

Cartesian coordinates (Å):
C: 3.861 -1.219 0.229
N: 2.699 -0.509 -0.030
C: 2.888 0.847 0.142
C: 1.835 1.587 -0.119
C: 0.650 1.157 -0.066
N: -0.510 1.753 0.123
C: -1.560 0.813 -0.149
C: -2.928 1.027 -0.105
C: -3.876 -0.141 0.264
C: -3.309 -1.299 0.226
C: -1.934 -1.535 -0.108
C: -1.020 -0.471 -0.239
C: 0.412 -0.215 -0.177
C: 1.422 -1.137 -0.235
H: 4.435 -1.310 -0.641
H: 4.485 -0.809 1.100
H: 3.920 -2.310 0.196
H: 3.929 1.133 0.518
H: 1.738 2.791 -0.014
H: -3.352 2.119 0.060
H: -5.016 -0.063 0.403
H: -3.859 -2.158 0.242
H: -1.569 -2.502 -0.292
H: 1.311 -2.080 -0.205

## Properties
gap between HOMO and LUMO: 7.6 eV
highest occupied orbital energy: -0.26653 hartree
strongest force on any atom: 11.43 eV Å⁻¹
SMILES: Cn1ccc2nc3ccccc3c-2c1



Entry from the Open Molecules 2025 dataset: a single C12H10O2 molecule in a non-equilibrium geometry (the ωB97M-V functional and the def2-TZVPD basis).

Cartesian coordinates (Å):
C: -3.809 -0.291 -0.029
C: -3.234 0.567 0.894
C: -3.005 -1.023 -0.886
C: -1.859 0.704 0.952
C: -1.629 -0.901 -0.824
C: -1.050 -0.031 0.093
C: 2.331 1.700 -0.226
C: 3.471 0.846 -0.412
C: 1.017 1.459 0.010
C: 3.739 -0.453 -0.117
C: 0.409 0.164 0.125
C: 1.210 -0.951 0.355
O: 3.091 -1.328 0.595
O: 0.816 -2.202 0.242
H: -4.883 -0.390 -0.079
H: -3.859 1.132 1.570
H: -3.451 -1.691 -1.608
H: -1.406 1.370 1.672
H: -0.997 -1.468 -1.490
H: 2.582 2.746 -0.373
H: 4.284 1.346 -0.926
H: 0.341 2.302 0.037
H: 4.680 -0.852 -0.508
H: 1.213 -2.755 0.931

## Properties
gap between HOMO and LUMO (alpha / beta): 7.6 / 7.6 eV
highest occupied orbital energy (alpha / beta): -0.27771 / -0.27769 hartree
strongest force on any atom: 4.15 eV Å⁻¹



Entry from the Open Molecules 2025 dataset: a molecular structure, C12H11BaN2S in a non-equilibrium geometry (the ωB97M-V functional and the def2-TZVPD basis).

Cartesian coordinates (Å):
Ba: 1.065 -1.009 -1.159
C: 0.896 1.541 -3.878
C: 1.738 0.416 -3.956
C: 0.919 -0.735 -3.818
C: -0.429 -0.305 -3.696
C: -0.424 1.103 -3.719
H: 1.209 2.570 -3.974
H: 2.807 0.418 -4.115
H: 1.197 -1.717 -4.198
H: -1.299 -0.949 -3.657
H: -1.297 1.738 -3.665
N: 2.401 1.731 1.502
C: 1.349 1.008 1.974
N: 0.504 0.398 1.188
C: -0.464 -0.271 1.945
C: -1.536 -0.991 1.422
C: -2.396 -1.635 2.295
C: -2.203 -1.557 3.676
C: -1.154 -0.827 4.206
C: -0.292 -0.187 3.325
S: 1.097 0.807 3.677
H: 2.277 2.154 0.594
H: 2.921 2.298 2.153
H: -1.736 -0.999 0.354
H: -3.239 -2.188 1.906
H: -2.889 -2.063 4.341
H: -1.019 -0.751 5.277

## Properties
gap between HOMO and LUMO: 6.7 eV
highest occupied orbital energy: -0.38988 hartree
strongest force on any atom: 1.26 eV Å⁻¹
net charge: +1